# 1
Density functional theory data (wB97M-V/def2-TZVPD) for C25H22AuN2O8P2S3 as an isolated structure.

As for the frontier orbital gap: 0.25649 Ha. The calculation puts the total energy at -3690.53862 a.u. As for the total charge: -1. Its highest occupied orbital energy is -5.49 eV. As for the LUMO energy: 0.05468 hartree. The multiplicity is 1.

Last column: Löwdin charge in e.
CARTESIAN COORDINATES (ANGSTROEM)
Au  0.295  0.310  1.552  1.38
C  2.958  1.117  0.406  -0.17
N  2.157  -0.010  0.872  -0.11
C  2.729  -1.166  1.126  -0.08
C  2.066  -2.170  1.808  -0.36
C  2.324  -3.542  2.026  -0.06
C  1.201  -4.026  2.669  -0.10
C  0.316  -2.926  2.825  -0.15
N  0.846  -1.826  2.327  -0.02
C  2.504  1.700  -0.906  -0.22
C  2.241  3.062  -0.999  -0.05
C  1.869  3.621  -2.212  -0.09
C  1.755  2.821  -3.340  -0.09
C  2.008  1.460  -3.249  -0.13
C  2.376  0.899  -2.036  -0.05
H  3.985  0.754  0.312  0.12
H  2.943  1.893  1.168  0.11
H  3.755  -1.303  0.795  0.14
H  3.202  -4.092  1.722  0.09
H  1.024  -5.038  2.997  0.08
H  -0.664  -2.909  3.276  0.10
H  2.300  3.673  -0.108  0.11
H  1.653  4.681  -2.272  0.10
H  1.455  3.255  -4.286  0.10
H  1.902  0.828  -4.121  0.06
H  2.537  -0.171  -1.965  0.09
O  -0.899  3.971  2.530  -0.11
P  0.344  3.102  3.039  0.22
O  1.348  3.946  3.680  -0.26
O  0.804  2.265  1.814  -0.40
O  -0.279  2.038  4.089  -0.26
P  -1.556  1.084  3.807  0.20
O  -1.106  -0.269  4.532  -0.12
O  -2.806  1.638  4.328  -0.26
O  -1.496  0.794  2.287  -0.39
H  -1.575  3.424  2.103  0.07
H  -1.337  -0.242  5.467  0.08
O  -0.961  -1.084  0.497  -0.25
C  -1.400  -0.902  -0.799  -0.60
C  -2.522  -1.932  -0.985  -0.48
C  -3.550  -2.146  -0.117  -0.15
C  -4.433  -3.174  -0.547  -0.19
C  -4.054  -3.727  -1.733  -0.43
S  -2.622  -3.001  -2.327  1.04
C  -1.953  0.506  -1.022  -0.47
C  -1.236  1.667  -1.031  -0.15
C  -2.043  2.827  -1.177  -0.18
C  -3.365  2.522  -1.299  -0.42
S  -3.629  0.834  -1.224  1.07
C  -0.282  -1.196  -1.791  -0.48
C  0.764  -2.038  -1.565  -0.12
C  1.611  -2.183  -2.698  -0.19
C  1.182  -1.455  -3.768  -0.43
S  -0.242  -0.581  -3.396  1.06
H  -3.641  -1.593  0.805  0.12
H  -5.304  -3.494  0.007  0.10
H  -4.535  -4.522  -2.278  0.05
H  -0.159  1.702  -0.935  0.09
H  -1.651  3.834  -1.185  0.10
H  -4.193  3.200  -1.422  0.06
H  0.907  -2.521  -0.610  0.11
H  2.497  -2.803  -2.717  0.10
H  1.633  -1.384  -4.745  0.07

---

# 2
Density functional theory data (wB97M-V/def2-TZVPD) for C25H22BEuN9S2 as an isolated structure in a non-equilibrium geometry.

As for the frontier orbital gap (spin up / spin down): 0.19102 / 0.26106 Ha. The calculation puts the total energy at -2990.16368 a.u. The energy above the lowest of the compared OMol25 structures with the same formula, charge and spin comes out at 25.33 kJ/mol. As for the total charge: +1. Its highest occupied orbital energy (spin up / spin down) is -10.28 / -10.29 eV. As for the LUMO energy (spin up / spin down): -0.18677 / -0.11692 hartree. The multiplicity is 7.

Last column: Löwdin charge in e.
CARTESIAN COORDINATES (ANGSTROEM)
Eu  -0.756  0.224  0.361  1.96
C  -1.724  0.265  -4.410  -0.04
C  -1.144  0.802  -3.241  -0.15
N  -1.277  -0.073  -2.239  -0.08
N  -1.728  -1.275  -2.752  -0.05
C  -2.145  -1.049  -4.022  -0.05
B  -2.248  -2.360  -1.789  -0.46
N  -3.419  -1.879  -0.831  -0.02
C  -4.636  -2.380  -0.554  -0.08
C  -5.294  -1.578  0.363  -0.07
C  -4.456  -0.516  0.586  -0.17
N  -3.292  -0.704  -0.062  -0.07
N  -0.902  -2.902  -0.989  -0.02
C  -0.527  -4.189  -0.955  -0.07
C  0.177  -4.420  0.259  -0.05
C  0.126  -3.234  0.983  -0.15
N  -0.614  -2.322  0.285  -0.11
H  -1.777  0.695  -5.447  0.12
H  -0.674  1.742  -3.130  0.09
H  -2.525  -1.859  -4.682  0.14
H  -2.660  -3.296  -2.424  0.11
H  -4.990  -3.297  -0.959  0.12
H  -6.332  -1.674  0.693  0.11
H  -4.569  0.403  1.226  0.11
H  -0.567  -4.880  -1.810  0.14
H  0.807  -5.243  0.483  0.09
H  0.578  -3.003  1.912  0.08
N  1.725  -0.332  -0.303  0.00
C  2.325  0.535  -1.218  -0.28
C  3.231  0.178  -2.145  -0.01
C  3.786  1.170  -3.037  -0.05
C  3.265  2.445  -3.097  -0.03
C  2.310  2.838  -2.115  -0.17
C  1.837  4.185  -2.063  0.01
C  1.030  4.608  -1.018  -0.02
C  0.588  3.591  -0.136  -0.13
N  0.962  2.311  -0.186  0.02
C  1.835  1.912  -1.168  -0.19
H  1.873  -1.321  -0.526  0.10
H  1.986  -0.178  0.700  0.10
H  3.435  -0.903  -2.335  0.14
H  4.719  0.908  -3.546  0.12
H  3.662  3.102  -3.922  0.14
H  2.188  4.825  -2.897  0.13
H  0.566  5.632  -0.896  0.14
H  -0.172  3.841  0.583  0.06
S  -2.139  2.481  2.024  0.47
C  -0.906  1.962  3.055  -1.12
N  -0.121  0.895  2.774  -0.19
C  0.747  0.485  3.752  -0.32
C  1.641  -0.588  3.652  -0.05
C  2.525  -0.738  4.745  -0.09
C  2.444  0.079  5.901  -0.08
C  1.459  1.094  5.995  -0.10
C  0.670  1.405  4.904  -0.51
S  -0.412  2.717  4.656  1.03
H  1.668  -1.328  2.761  0.10
H  3.260  -1.567  4.663  0.11
H  3.264  0.089  6.628  0.11
H  1.318  1.669  6.959  0.13

---

# 3
Density functional theory data (wB97M-V/def2-TZVPD) for C25H22BaN7O4S as an isolated structure in a non-equilibrium geometry.

As for the frontier orbital gap: 0.25143 Ha. The calculation puts the total energy at -2073.74963 a.u. The energy above the lowest of the compared OMol25 structures with the same formula, charge and spin comes out at 474.20 kJ/mol. As for the total charge: -1. Its highest occupied orbital energy is -4.33 eV. As for the LUMO energy: 0.09241 hartree. The multiplicity is 1.

Last column: Löwdin charge in e.
CARTESIAN COORDINATES (ANGSTROEM)
Ba  -1.216  0.997  -1.954  2.08
N  -4.218  2.245  1.607  0.03
C  -3.413  1.518  0.748  -0.95
S  -4.003  1.336  -0.850  0.42
N  -2.374  0.963  1.317  -0.04
N  -1.371  0.453  0.583  -0.09
C  -0.666  -0.530  1.033  -0.19
C  -1.013  -1.392  2.192  -0.14
C  -0.759  -2.767  2.096  -0.02
C  -1.118  -3.631  3.115  -0.09
C  -1.733  -3.144  4.260  -0.11
C  -1.989  -1.786  4.369  -0.09
C  -1.642  -0.916  3.345  -0.03
C  0.567  -0.893  0.283  -0.18
C  1.706  -1.124  0.972  -0.02
C  2.953  -1.672  0.496  -0.09
C  3.167  -2.262  -0.688  -0.06
C  2.139  -2.329  -1.775  -0.23
N  0.399  -0.882  -1.105  -0.18
H  -4.885  2.825  1.131  0.05
H  -3.756  2.648  2.407  0.07
H  -0.290  -3.158  1.201  0.11
H  -0.923  -4.692  3.013  0.10
H  -2.014  -3.818  5.061  0.09
H  -2.478  -1.400  5.256  0.09
H  -1.856  0.136  3.434  0.09
H  1.656  -0.917  2.034  0.12
H  3.780  -1.630  1.198  0.10
H  4.165  -2.615  -0.922  0.10
H  2.659  -2.546  -2.715  0.15
C  1.527  -4.795  -1.598  -0.06
C  1.032  -3.375  -1.643  -0.18
N  1.457  -1.046  -1.993  -0.11
O  2.291  0.067  -2.045  0.00
C  -0.266  -3.023  -1.705  -0.24
C  -1.422  -3.948  -1.940  -0.01
N  -0.679  -1.706  -1.474  -0.23
O  -1.539  -1.107  -2.351  -0.58
H  2.424  -4.853  -0.978  0.07
H  1.789  -5.160  -2.598  0.08
H  0.783  -5.471  -1.178  0.06
H  2.520  0.356  -1.140  0.07
H  -1.174  -4.982  -1.703  0.06
H  -1.719  -3.887  -2.988  0.08
H  -2.274  -3.627  -1.341  0.09
O  2.559  2.441  -0.243  0.07
C  1.622  3.059  -0.714  -0.42
N  0.528  2.516  -1.333  -0.10
C  -0.311  3.488  -1.727  -0.55
O  -1.363  3.300  -2.348  -0.24
C  0.243  4.826  -1.317  -0.08
C  -0.229  6.110  -1.482  -0.01
C  0.568  7.153  -1.015  -0.09
C  1.793  6.898  -0.411  -0.09
C  2.257  5.594  -0.246  -0.01
C  1.462  4.566  -0.705  -0.08
H  -1.187  6.289  -1.954  0.12
H  0.231  8.177  -1.124  0.10
H  2.396  7.730  -0.068  0.10
H  3.213  5.394  0.223  0.11